64
Properties=species:S:1:pos:R:3 method="wB97M-V/def2-TZVPD" e_lumo_ev=2.66 e_above_lowest_kj_mol=0.0 total_charge=-1 homo_energy_ha=-0.114 total_energy_ha=-2257.264341 gap_ev=5.754
Pt 0.1332 -0.3559 -0.2330
C 4.8863 -0.9197 0.2287
Si 3.2132 -1.1710 -0.6083
C 3.2096 0.1405 -1.9542
C 3.2403 -2.8810 -1.4089
N 1.9028 -0.9369 0.4807
C 1.9620 -0.8875 1.8694
C 2.9231 -1.5388 2.6403
C 3.0171 -1.3424 4.0191
C 2.1240 -0.4914 4.6418
C 1.1119 0.1114 3.8946
C 0.9692 -0.1084 2.5209
N -0.0868 0.3436 1.7384
Si -1.5842 0.7668 2.4644
C -2.1701 -0.4994 3.7336
C -2.9936 0.8506 1.2171
C -1.5657 2.4591 3.3040
H 5.6088 -0.6256 -0.5409
H 5.2726 -1.8162 0.7192
H 4.8365 -0.1232 0.9753
H 3.9720 -0.0842 -2.7110
H 3.4494 1.1121 -1.5084
H 2.2420 0.2322 -2.4465
H 4.2533 -3.2967 -1.4001
H 2.8946 -2.8532 -2.4449
H 2.5885 -3.5646 -0.8601
H 3.6099 -2.2205 2.1546
H 3.7856 -1.8544 4.5867
H 2.1853 -0.3079 5.7085
H 0.4095 0.7607 4.4046
H -2.2842 -1.4716 3.2439
H -3.1443 -0.2065 4.1389
H -1.4779 -0.6306 4.5657
H -2.8701 0.1279 0.4080
H -3.1056 1.8438 0.7748
H -3.9267 0.6131 1.7398
H -0.8700 2.5083 4.1455
H -2.5642 2.7203 3.6728
H -1.2653 3.2240 2.5804
C -2.0922 3.9170 -1.7204
C -2.7225 2.7777 -2.1900
C -2.2044 1.5398 -1.8439
N -1.1197 1.3960 -1.0865
C -0.5086 2.4978 -0.6353
C -0.9654 3.7734 -0.9281
H -2.4748 4.9006 -1.9647
H -3.6083 2.8344 -2.8081
H -2.6829 0.6260 -2.1720
H 0.3587 2.3294 -0.0113
H -0.4405 4.6318 -0.5313
Cl 0.1831 0.1132 -4.6125
C -1.1962 -0.6895 -3.8927
C -2.4119 -0.5797 -4.5568
C -3.5486 -1.1539 -4.0137
C -3.4419 -1.8444 -2.8085
C -2.2155 -1.9634 -2.1787
C -1.0399 -1.3925 -2.6940
C 0.2480 -1.5274 -1.9697
H -2.4554 -0.0286 -5.4877
H -4.5009 -1.0611 -4.5206
H -4.3191 -2.2985 -2.3633
H -2.1344 -2.5048 -1.2424
H 1.0786 -1.3766 -2.6525
H 0.3226 -2.5437 -1.5702

=====

24
Properties=species:S:1:pos:R:3 method="wB97M-V/def2-TZVPD" e_lumo_ev="-4.13 / -3.92" e_above_lowest_kj_mol=584.3 total_charge=+1 homo_energy_ha="-0.461 / -0.442" total_energy_ha=-671.368814 gap_ev="8.422 / 8.099"
C 1.4367 1.6259 0.5748
C 0.3551 2.1612 0.1741
C 1.9461 0.2250 0.5575
C -0.3011 -0.2929 -0.4006
C -0.2052 -0.3568 -1.9972
C 1.2701 -2.1121 0.4515
C -3.0086 0.7213 0.0647
N 0.7692 -0.7233 0.5157
P -1.9239 -0.7015 0.4210
H 2.0972 2.4154 0.7997
H 0.1424 3.1975 0.1040
H 2.6387 -0.0280 -0.2443
H 2.4025 -0.0396 1.5501
H -0.2280 -1.3929 -2.1965
H 0.6049 0.0777 -2.4326
H -1.0377 0.0862 -2.5111
H 0.3599 -2.7670 0.1655
H 2.2231 -2.1957 -0.1910
H 1.5389 -2.3952 1.4613
H -2.4304 1.5583 -0.2832
H -3.4715 1.0468 0.9710
H -3.8438 0.6694 -0.6344
H 0.2118 -0.6365 1.4038
H -1.5464 -0.1431 1.6760

=====

11
Properties=species:S:1:pos:R:3 method="wB97M-V/def2-TZVPD" e_lumo_ev=0.27 e_above_lowest_kj_mol=296.6 homo_energy_ha=-0.368 total_energy_ha=-285.301634 gap_ev=10.285
C 1.8314 0.8702 -0.0335
C 0.6796 0.4145 -0.4999
C 0.2495 -0.8557 0.1192
C -2.4896 0.8925 0.2890
N -2.5812 -0.2478 0.4744
O -0.3394 -1.8089 -0.3014
H 2.2040 1.7024 -0.5938
H 2.4418 0.2129 0.5067
H 0.0866 0.8528 -1.1958
H 0.7671 -0.8603 1.1212
H -2.8497 -1.1726 0.1140

=====

75
Properties=species:S:1:pos:R:3 method="wB97M-V/def2-TZVPD" e_lumo_ev=-14.24 total_charge=+4 homo_energy_ha=-0.731 total_energy_ha=-2001.889500 gap_ev=5.644
W 0.6145 0.2387 0.1756
C 0.8732 -6.3850 -0.7691
C 1.0820 -6.3969 0.6057
C 1.0612 -5.2175 1.3650
C 0.8312 -4.0428 0.6840
C 0.6959 -2.6691 1.1232
N 0.7226 -2.0884 2.2556
C 0.2039 -0.8290 2.1788
C -1.2214 -0.5944 1.9568
C -2.3123 -1.4533 1.7602
C -3.5528 -0.8633 1.6826
C -3.7249 0.5438 1.7827
C -2.6588 1.3997 1.9601
C -1.3997 0.8063 2.0550
C -0.0649 1.3476 2.2652
N 0.1880 2.6667 2.2363
C 0.0885 3.1749 1.0729
N 0.0064 2.2674 -0.0477
C -0.0346 3.0346 -1.1574
N -0.0859 2.5556 -2.3976
C -0.0574 1.2968 -2.6851
N 0.1790 0.1708 -1.7930
C 0.0674 -0.9920 -2.6588
N 0.2029 -2.2392 -2.3507
C 0.4109 -2.6545 -1.1003
N 0.4538 -1.8390 -0.0337
C 0.6209 -4.0277 -0.7118
C 0.6346 -5.1931 -1.4579
C -0.1749 -0.5707 -4.0108
C -0.3391 -1.3208 -5.1620
C -0.5832 -0.6161 -6.3415
C -0.6536 0.7792 -6.3574
C -0.4841 1.5295 -5.1944
C -0.2446 0.8250 -4.0257
C -0.0229 4.4379 -0.8247
C -0.1014 5.5653 -1.6226
C -0.0760 6.8039 -0.9748
C 0.0210 6.8958 0.4087
C 0.0948 5.7527 1.2190
C 0.0719 4.5340 0.5777
N 0.8722 0.3565 2.3828
H 0.8923 -7.3198 -1.3136
H 1.2607 -7.3411 1.1038
H 1.2200 -5.2408 2.4352
H -2.1924 -2.5288 1.7306
H -4.4340 -1.4828 1.5710
H -4.7312 0.9424 1.7420
H -2.7971 2.4670 2.0741
H 0.4628 -5.1865 -2.5259
H -0.2886 -2.4008 -5.1494
H -0.7222 -1.1601 -7.2668
H -0.8443 1.2853 -7.2948
H -0.5398 2.6093 -5.2052
H -0.1845 5.4962 -2.6988
H -0.1349 7.7118 -1.5604
H 0.0378 7.8728 0.8739
H 0.1677 5.8367 2.2955
C 5.1448 -0.0611 0.0371
C 3.8898 -0.7784 -0.4441
C 3.9300 -2.2583 -0.0997
C 3.6047 -0.5359 -1.9137
N 2.7130 -0.1998 0.4088
N 2.5027 1.2078 0.2974
H 6.0008 -0.4662 -0.5028
H 5.3264 -0.2294 1.1007
H 5.1303 1.0123 -0.1650
H 4.8346 -2.6866 -0.5311
H 3.0816 -2.8034 -0.5121
H 3.9881 -2.4242 0.9791
H 4.4356 -0.9489 -2.4870
H 3.5658 0.5235 -2.1882
H 2.7003 -1.0494 -2.2414
H 2.9136 -0.4230 1.3885
H 2.9529 1.5853 -0.5396
H 2.7506 1.7423 1.1332

=====

41
Properties=species:S:1:pos:R:3 method="wB97M-V/def2-TZVPD" e_lumo_ev=2.17 total_charge=-1 homo_energy_ha=-0.161 total_energy_ha=-6320.320026 gap_ev=6.545
C 0.8990 1.6733 -0.7707
C -0.2519 1.5204 0.2210
C -1.4113 0.6415 -0.2558
C -1.0009 -0.8338 -0.2778
In -2.3672 1.2557 -2.1807
C -4.5405 1.8496 -1.8298
Br -4.9665 3.7048 -2.4106
C -5.1492 1.7282 -0.4453
C -4.4430 2.5168 0.6539
Br -5.1536 -0.1990 -0.0014
H 1.3463 0.7086 -1.0167
H 1.6935 2.3090 -0.3666
H 0.5447 2.1226 -1.6999
H -0.6310 2.5174 0.4742
H 0.1591 1.1090 1.1630
H -2.1983 0.7346 0.4988
H -0.7739 -1.1921 0.7397
H -0.1136 -1.0099 -0.8893
H -1.7863 -1.4794 -0.6761
H -1.5783 2.6167 -2.9892
H -2.4616 -0.1527 -3.2551
H -5.1469 1.2615 -2.5170
H -6.2149 1.9584 -0.4532
H -3.8881 3.3417 0.2068
H -5.1600 2.9291 1.3649
H -3.7392 1.8961 1.2039
C 5.1616 -2.3870 1.2738
C 4.1154 -1.8775 2.2745
C 2.9278 -1.3525 1.4640
S 2.9021 -2.3142 -0.0587
O 3.1778 -1.4318 -1.1624
O 1.7689 -3.1966 -0.0871
C 4.3953 -3.2545 0.2826
H 5.9549 -2.9472 1.7682
H 5.6196 -1.5453 0.7499
H 3.7925 -2.7021 2.9136
H 4.5198 -1.0988 2.9202
H 1.9619 -1.4795 1.9465
H 3.0505 -0.3137 1.1626
H 4.8999 -3.4263 -0.6648
H 4.0860 -4.2010 0.7255

=====

51
Properties=species:S:1:pos:R:3 method="wB97M-V/def2-TZVPD" e_lumo_ev=0.08 e_above_lowest_kj_mol=1618.8 homo_energy_ha=-0.300 total_energy_ha=-1054.408944 gap_ev=8.257 smiles="CCCCCCOc1ccc(C(=O)NCCCn2ccnc2)cc1"
C 5.7308 -4.3808 -1.7446
C 4.4818 -4.7480 -2.6892
C 4.0029 -3.7518 -3.6820
C 3.5420 -2.4545 -3.1919
C 2.2339 -2.5760 -2.6387
C 2.5048 -2.7820 -0.9424
O 1.3683 -2.9136 -0.2227
C 0.2683 -1.9105 -0.2042
C 0.6134 -0.6180 -0.5229
C -0.2664 0.5074 -0.2072
C -1.5629 0.0026 0.4739
C -2.2863 1.3074 0.6733
O -2.2717 2.4827 -0.0801
N -3.2043 1.1887 1.6569
C -4.1936 2.1417 2.1222
C -3.8899 2.7823 3.4298
C -2.7041 3.8171 3.2106
N -2.8760 5.1421 2.4397
C -3.0030 5.1990 1.1929
C -3.3371 6.5973 1.0807
N -3.6040 7.0321 2.2790
C -3.6152 6.0296 3.1614
C -1.8641 -1.2854 0.6294
C -0.8876 -2.0111 0.2965
H 6.4463 -4.1771 -2.4600
H 5.4889 -3.7166 -1.1892
H 5.9410 -5.2553 -1.1859
H 4.9222 -5.6169 -3.2718
H 3.7319 -4.9487 -2.1214
H 5.0306 -3.6544 -4.4195
H 3.3691 -4.0810 -4.4257
H 4.3936 -2.0855 -2.5368
H 3.5395 -1.7609 -4.0683
H 1.6620 -1.7503 -2.5374
H 1.9219 -3.7495 -2.6280
H 2.9348 -1.9808 -0.5089
H 2.9969 -3.8746 -0.5574
H 1.7416 -0.3011 -0.6596
H -0.1501 1.4735 -0.5858
H -3.3957 0.3539 2.2503
H -5.2652 1.6972 2.0221
H -4.1752 2.7834 1.3355
H -4.5929 3.3880 3.8354
H -3.8772 1.9616 3.9599
H -1.8094 3.2849 2.5529
H -2.3420 3.9004 4.3008
H -2.5773 4.5410 0.3509
H -3.5145 7.1134 0.1766
H -3.5740 6.2713 4.0754
H -2.8392 -1.3961 1.0026
H -1.1874 -3.2180 0.7730

=====

7
Properties=species:S:1:pos:R:3 method="wB97M-V/def2-TZVPD" e_lumo_ev=-13.89 e_above_lowest_kj_mol=0.0 total_charge=+2 homo_energy_ha=-0.753 total_energy_ha=-2077.114929 gap_ev=6.593
O 0.8396 -0.7709 0.1525
C -0.3233 -0.5482 0.0918
C -1.4910 -0.1189 -0.2978
H -2.3030 -0.8445 -0.3783
H -1.7659 0.9233 -0.1217
H 2.6078 1.4673 0.2173
Ga 2.4358 -0.1081 0.3362

=====

128
Properties=species:S:1:pos:R:3 method="wB97M-V/def2-TZVPD" e_lumo_ev=-2.54 homo_energy_ha=-0.323 total_energy_ha=-4732.366814 gap_ev=6.237 smiles="NCc1c(CC(=O)O)c(CB(O)O)cc2c1C(=O)c1c([PH2]=O)cc(CC(=O)I)cc1C2=O.CCOP(=O)(OCC)OCC.CCOP(=O)(OCC)OCC.CCOP(=O)(OCC)OCC"
N -0.1510 -4.4433 3.9996
C -0.6847 -3.0287 3.6937
C -0.5439 -2.8801 2.0354
C -1.8353 -3.3140 1.0649
C -3.2770 -3.8583 1.6284
C -3.5118 -5.4507 1.2175
O -4.7035 -6.0087 0.9855
O -2.3104 -6.2900 1.0584
C -1.5893 -3.1531 -0.5717
C -2.7701 -3.4933 -1.7063
B -3.3336 -2.0169 -2.2153
O -4.2248 -1.8366 -3.3863
O -2.8751 -0.7977 -1.4620
C -0.1521 -2.6080 -1.2290
C 1.0459 -2.2074 -0.1838
C 0.8861 -2.3075 1.4744
C 2.1785 -1.8453 2.3711
O 2.4777 -2.4453 3.5258
C 3.1271 -0.6479 1.7690
C 3.8754 0.4524 2.7263
P 3.7135 0.5353 4.6267
O 5.1443 0.9775 5.2140
C 4.8511 1.5837 1.9753
C 5.0564 1.6018 0.3489
C 6.0499 2.6678 -0.4701
C 6.8902 1.7043 -1.5483
O 7.7240 0.7982 -0.9670
I 6.6814 1.7973 -3.7244
C 4.2566 0.5162 -0.6322
C 3.3094 -0.5821 0.1359
C 2.4985 -1.6795 -0.8134
O 2.9126 -2.1051 -2.0119
H -0.2446 -4.9971 3.0959
H 0.8852 -4.4141 4.1761
H -1.7963 -3.0158 4.0604
H -0.0237 -2.1876 4.2235
H -3.4008 -3.7890 2.8028
H -4.2186 -3.2767 1.1838
H -1.9886 -6.2045 0.0978
H -3.6070 -4.2002 -1.2947
H -2.1664 -3.9621 -2.6234
H -3.7942 -1.0811 -3.9091
H -3.5691 -0.0675 -1.5489
H 0.0248 -2.4865 -2.3830
H 2.7732 1.5867 5.0276
H 3.3261 -0.6957 5.2662
H 5.4308 2.3788 2.6144
H 5.4303 3.4900 -1.0417
H 6.8306 3.1933 0.2280
H 4.3356 0.4956 -1.8006
C -4.7718 1.1034 -8.2893
C -4.4415 -0.2489 -7.6899
O -3.2793 -0.8084 -8.2804
P -1.8269 -0.0809 -7.9712
O -1.7872 -0.5535 -6.4972
O -0.8215 -1.3057 -8.4719
C 0.3749 -1.5473 -7.7472
C 0.2444 -2.8554 -6.9864
O -1.8713 0.4470 -9.6181
C -1.7573 -0.3951 -10.7588
C -3.0550 -1.0839 -11.1359
H -3.9816 1.8299 -8.0749
H -5.7125 1.4867 -7.8840
H -4.8595 1.0366 -9.3779
H -4.3165 -0.1746 -6.6048
H -5.2667 -0.9425 -7.8781
H 0.6070 -0.7168 -7.0725
H 1.1959 -1.6208 -8.4671
H -0.6427 -2.8596 -6.3436
H 1.1255 -3.0368 -6.3665
H 0.1269 -3.6906 -7.6834
H -0.9357 -1.1104 -10.6769
H -1.4807 0.2696 -11.5854
H -3.2823 -1.9034 -10.4519
H -2.9817 -1.5094 -12.1419
H -3.8948 -0.3830 -11.1131
C 11.0487 4.5986 4.5693
C 9.5533 4.8070 4.7017
O 9.1340 5.9915 4.0432
P 9.2055 6.0257 2.3915
O 8.0255 5.0384 2.2172
O 8.2376 7.3502 2.1262
C 7.3645 7.3456 1.0069
C 5.9305 7.2175 1.4906
O 10.5238 7.1288 2.5863
C 10.4241 8.4539 3.0936
C 10.3826 8.5216 4.6083
H 11.3306 4.4421 3.5232
H 11.3704 3.7280 5.1477
H 11.5976 5.4771 4.9215
H 9.0031 3.9435 4.3143
H 9.2924 4.9144 5.7591
H 7.6201 6.5449 0.3052
H 7.4906 8.2950 0.4772
H 5.7987 6.3365 2.1283
H 5.2386 7.1454 0.6482
H 5.6553 8.0848 2.0984
H 9.6019 9.0178 2.6470
H 11.3370 8.9625 2.7625
H 9.4087 8.2136 4.9926
H 10.5580 9.5473 4.9485
H 11.1417 7.8711 5.0532
C -8.2257 -0.2751 5.9088
C -7.2101 -1.2255 5.3068
O -7.8396 -2.3489 4.7117
P -8.7327 -2.1007 3.3424
O -7.4912 -1.8295 2.4578
O -8.8494 -3.6773 2.8301
C -8.7910 -3.9498 1.4383
C -7.4738 -4.6342 1.1165
O -10.1198 -2.4038 4.3308
C -10.4626 -3.6562 4.9115
C -9.7104 -3.9560 6.1939
H -8.8685 0.1530 5.1332
H -7.7254 0.5437 6.4336
H -8.8786 -0.7978 6.6143
H -6.5814 -0.7110 4.5729
H -6.5517 -1.6029 6.0953
H -8.9191 -3.0369 0.8475
H -9.6223 -4.6171 1.1904
H -6.6189 -4.0437 1.4640
H -7.3707 -4.7984 0.0414
H -7.4123 -5.5999 1.6272
H -10.3899 -4.4854 4.2038
H -11.5276 -3.5807 5.1600
H -8.6767 -4.2408 5.9902
H -10.1801 -4.7905 6.7246
H -9.6959 -3.0848 6.8557

=====

Repeat the fifth record exactly.
41
Properties=species:S:1:pos:R:3 method="wB97M-V/def2-TZVPD" e_lumo_ev=2.17 total_charge=-1 homo_energy_ha=-0.161 total_energy_ha=-6320.320026 gap_ev=6.545
C 0.8990 1.6733 -0.7707
C -0.2519 1.5204 0.2210
C -1.4113 0.6415 -0.2558
C -1.0009 -0.8338 -0.2778
In -2.3672 1.2557 -2.1807
C -4.5405 1.8496 -1.8298
Br -4.9665 3.7048 -2.4106
C -5.1492 1.7282 -0.4453
C -4.4430 2.5168 0.6539
Br -5.1536 -0.1990 -0.0014
H 1.3463 0.7086 -1.0167
H 1.6935 2.3090 -0.3666
H 0.5447 2.1226 -1.6999
H -0.6310 2.5174 0.4742
H 0.1591 1.1090 1.1630
H -2.1983 0.7346 0.4988
H -0.7739 -1.1921 0.7397
H -0.1136 -1.0099 -0.8893
H -1.7863 -1.4794 -0.6761
H -1.5783 2.6167 -2.9892
H -2.4616 -0.1527 -3.2551
H -5.1469 1.2615 -2.5170
H -6.2149 1.9584 -0.4532
H -3.8881 3.3417 0.2068
H -5.1600 2.9291 1.3649
H -3.7392 1.8961 1.2039
C 5.1616 -2.3870 1.2738
C 4.1154 -1.8775 2.2745
C 2.9278 -1.3525 1.4640
S 2.9021 -2.3142 -0.0587
O 3.1778 -1.4318 -1.1624
O 1.7689 -3.1966 -0.0871
C 4.3953 -3.2545 0.2826
H 5.9549 -2.9472 1.7682
H 5.6196 -1.5453 0.7499
H 3.7925 -2.7021 2.9136
H 4.5198 -1.0988 2.9202
H 1.9619 -1.4795 1.9465
H 3.0505 -0.3137 1.1626
H 4.8999 -3.4263 -0.6648
H 4.0860 -4.2010 0.7255